[1]
Density functional theory data (ωB97M-V/def2-TZVPD) for a structure of composition C5H8O in a non-equilibrium geometry.

Results
- total charge = 0
- lowest unoccupied orbital energy (hartree) = 0.0332
- HOMO-LUMO gap (eV) = 10.053
- total energy (eV) = -7357.7176
- energy relative to the best compared isomer or geometry (same formula, charge and spin) (kJ/mol) = 437.82

Cartesian coordinates (Å):
C 1.6381 -0.2465 0.4598
C 0.7375 0.6104 -0.4102
C -0.5610 0.0823 -1.0180
C -1.4109 -0.8503 0.2083
O -1.1594 -0.1154 1.3396
C -0.6154 1.0616 0.0451
H 1.0409 -0.8161 1.1744
H 2.3326 0.3837 1.0256
H 2.2280 -0.9340 -0.1552
H 1.2967 1.3954 -0.9462
H -0.9028 0.1035 -2.0631
H -1.0795 -1.8949 0.2169
H -2.4258 -0.7343 -0.1894
H -1.1037 1.9762 0.3233

---

[2]
Density functional theory data (ωB97M-V/def2-TZVPD) for a structure of composition C40H34ClGeN4O11PbSSe.

Results
- total charge = -1
- lowest unoccupied orbital energy (hartree) = 0.0395
- HOMO-LUMO gap (eV) = 7.194
- total energy (eV) = -220975.7267
- energy relative to the best compared isomer or geometry (same formula, charge and spin) (kJ/mol) = 15.93

Cartesian coordinates (Å):
Pb 0.5289 0.6722 -0.4927
O 2.7628 1.4789 2.5818
Cl 2.5969 2.7575 1.9552
O 2.5848 3.8118 2.9281
O 1.3306 2.7763 1.2266
O 3.6780 2.9929 1.0157
O -1.9513 0.3994 -1.1914
C -2.4022 0.2331 -2.3151
C -1.7110 0.1729 -3.5831
C -2.5351 0.1183 -4.7063
C -2.0222 0.1303 -5.9807
C -0.6239 0.1367 -6.1772
C 0.2065 0.1646 -5.1034
C -0.2754 0.2249 -3.7481
O 0.5789 0.3211 -2.8217
N -2.9083 0.1735 -7.1138
O -4.1165 0.1991 -6.9151
O -2.4171 0.1852 -8.2350
H -3.5013 0.1306 -2.4146
H -3.6098 0.0879 -4.5781
H -0.2472 0.1341 -7.1901
H 1.2828 0.1746 -5.2276
O 2.2351 -2.7792 -0.3531
C 1.4665 -2.3091 0.4808
O 0.4871 -1.5020 0.2313
C 1.6185 -2.7623 1.9363
C 1.0092 -1.8255 2.9807
Ge -0.9564 -1.5951 2.9251
C -1.3078 0.1719 3.7236
C -1.5148 1.3114 2.9462
C -1.6305 2.5636 3.5347
C -1.5688 2.6926 4.9149
C -1.3926 1.5652 5.7047
C -1.2536 0.3193 5.1098
C -2.2497 -1.8554 1.4582
C -3.4206 -1.0991 1.4902
C -4.4190 -1.2864 0.5416
C -4.2544 -2.2296 -0.4614
C -3.0945 -2.9942 -0.4996
C -2.1070 -2.8140 0.4573
C -1.6604 -2.9004 4.2672
C -0.8434 -3.8090 4.9388
C -1.3608 -4.6856 5.8870
C -2.7161 -4.6697 6.1789
C -3.5522 -3.7891 5.5040
C -3.0265 -2.9208 4.5581
H 2.6911 -2.8782 2.0960
H 1.1598 -3.7550 2.0005
H 1.4529 -0.8320 2.8885
H 1.2386 -2.1927 3.9820
H -1.5919 1.2231 1.8670
H -1.7590 3.4458 2.9205
H -1.6556 3.6732 5.3671
H -1.3584 1.6596 6.7837
H -1.0915 -0.5583 5.7281
H -3.5522 -0.3447 2.2575
H -5.3247 -0.6928 0.5891
H -5.0271 -2.3791 -1.2059
H -2.9631 -3.7373 -1.2770
H -1.2093 -3.4189 0.4126
H 0.2176 -3.8455 4.7199
H -0.7048 -5.3837 6.3938
H -3.1217 -5.3428 6.9249
H -4.6159 -3.7855 5.7115
H -3.6899 -2.2459 4.0274
Se -2.6331 4.2761 -1.1678
N -1.5917 5.4048 -0.2978
C -0.3531 5.0875 -0.6164
C 0.8237 5.7437 -0.1543
C 2.0066 5.2907 -0.6198
C 2.0515 4.1629 -1.5034
N 1.0184 3.5163 -1.9589
C -0.1993 3.9760 -1.5429
N -1.3226 3.4307 -1.9647
H 0.7437 6.5518 0.5599
H 2.9398 5.7297 -0.2965
H 3.0185 3.7835 -1.8167
C 5.4190 0.1040 -0.5196
S 4.0270 0.9671 -1.2654
O 2.8563 0.3584 -0.5324
C 4.0472 0.1578 -2.8730
C 3.5569 -1.1284 -3.0269
C 3.4886 -1.6682 -4.3028
C 3.8866 -0.9238 -5.4072
C 4.3740 0.3658 -5.2406
C 4.4491 0.9114 -3.9674
H 5.1838 -0.9595 -0.5222
H 5.5030 0.4867 0.4970
H 6.3219 0.3173 -1.0913
H 3.1875 -1.6855 -2.1705
H 3.1047 -2.6725 -4.4303
H 3.8029 -1.3453 -6.4014
H 4.6756 0.9506 -6.1004
H 4.8017 1.9276 -3.8224

---

[3]
Density functional theory data (ωB97M-V/def2-TZVPD) for a structure of composition C44H62BN2O4PPt in a non-equilibrium geometry.

Results
- total charge = 0
- lowest unoccupied orbital energy (alpha / beta) (hartree) = 0.0232 / -0.0210
- HOMO-LUMO gap (alpha / beta) (eV) = 6.917 / 7.567
- total energy (eV) = -71017.8404
- spin multiplicity = 3
- energy relative to the best compared isomer or geometry (same formula, charge and spin) (kJ/mol) = 257.87

Cartesian coordinates (Å):
Pt 0.2988 -0.4276 0.2831
C -3.8714 -2.5837 0.0835
C -3.7018 -1.9591 1.4682
C -5.0585 -1.5316 2.0411
C -2.7883 -0.7615 1.4420
C -1.9691 -0.4612 2.5198
C -1.0819 0.6190 2.5497
C -0.5662 0.8611 3.9628
C 0.8058 1.4707 4.2288
C -1.6625 1.6656 4.6860
C -0.9941 1.4422 1.3831
C -2.0787 1.3315 0.4608
C -2.8805 0.1961 0.4442
C -2.6050 2.5780 -0.2067
C -3.4938 3.2943 0.8248
C -3.4142 2.3175 -1.4749
C 0.0141 2.5465 1.2002
C -0.0401 3.6300 2.0724
C 0.9508 4.5959 2.1295
C 2.0708 4.4583 1.3333
C 2.1030 3.4455 0.3918
C 1.0665 2.5274 0.2462
P 1.0314 1.4654 -1.2819
C 0.8469 2.9911 -2.5804
C 1.9425 4.0624 -2.5505
C 0.6915 2.4159 -3.9901
C -0.4347 3.7731 -2.3055
C 2.6844 0.6379 -1.9377
C 3.7697 1.4844 -2.6073
C 3.4172 -0.1659 -0.8704
C 2.1438 -0.3824 -2.9434
H -4.3478 -3.5578 0.1669
H -2.9026 -2.7105 -0.3938
H -4.4936 -1.9582 -0.5527
H -3.2618 -2.7065 2.1376
H -5.4931 -0.7361 1.4385
H -4.9454 -1.1620 3.0580
H -5.7521 -2.3687 2.0520
H -2.0251 -1.1025 3.3862
H -0.5482 -0.1253 4.4384
H 1.0093 2.3428 3.6214
H 1.5791 0.7311 4.0545
H 0.8670 1.7573 5.2775
H -1.6948 2.6959 4.3427
H -1.4726 1.6679 5.7558
H -2.6391 1.2159 4.5118
H -3.6448 0.1017 -0.3078
H -1.7721 3.2409 -0.4107
H -4.3229 2.6583 1.1279
H -3.8948 4.2099 0.3939
H -2.9266 3.5575 1.7135
H -4.3939 1.9154 -1.2283
H -2.9044 1.6094 -2.1238
H -3.5720 3.2464 -2.0179
H -0.8830 3.7064 2.7451
H 0.8660 5.4121 2.8333
H 2.8991 5.1501 1.4232
H 2.9673 3.3382 -0.2427
H 2.9504 3.6832 -2.5255
H 1.8024 4.7190 -1.6963
H 1.8452 4.6688 -3.4511
H 1.6326 2.0900 -4.4189
H 0.2901 3.1844 -4.6530
H -0.0082 1.5822 -3.9861
H -0.4214 4.2120 -1.3104
H -1.3101 3.1531 -2.4462
H -0.4984 4.5999 -3.0151
H 4.2067 2.1985 -1.9114
H 3.4291 1.9922 -3.5015
H 4.5729 0.8125 -2.9146
H 3.8615 0.4778 -0.1165
H 4.2186 -0.7291 -1.3476
H 2.7465 -0.8874 -0.4035
H 1.6937 0.0681 -3.8191
H 1.4021 -1.0239 -2.4682
H 2.9541 -1.0244 -3.2853
C 7.6771 1.1997 5.3750
C 6.6614 1.8978 4.4671
C 7.4263 2.5866 3.3282
C 5.9261 2.9475 5.3134
C 5.6276 0.9418 3.8847
C 5.6423 -0.4294 4.1186
C 4.6748 -1.2919 3.6160
C 3.6660 -0.7454 2.8522
O 2.5945 -1.3115 2.2320
B 1.9035 -0.2892 1.5907
O 2.5683 0.9180 1.8307
C 3.6459 0.6326 2.6045
C 4.6063 1.4827 3.1040
H 8.3624 1.9361 5.7918
H 8.2648 0.4692 4.8234
H 7.1770 0.7043 6.2037
H 8.1399 3.3021 3.7337
H 6.7537 3.1187 2.6618
H 7.9718 1.8495 2.7420
H 6.6427 3.6124 5.7918
H 5.3418 2.4506 6.0853
H 5.2524 3.5478 4.7084
H 6.4301 -0.8688 4.7100
H 4.7222 -2.3479 3.8235
H 4.5427 2.5380 2.8923
C 1.0017 -5.6822 -2.3142
N 0.6291 -4.8442 -1.2030
C 0.4234 -5.3488 0.0332
C 0.1106 -4.5489 1.0723
C 0.0103 -3.1314 0.8347
O -0.2344 -2.3117 1.7372
N 0.1852 -2.6657 -0.4274
C 0.4963 -3.4590 -1.4691
O 0.6613 -3.0753 -2.6121
H 0.7807 -6.7238 -2.0914
H 2.0677 -5.5731 -2.5293
H 0.4476 -5.3630 -3.1968
H 0.5122 -6.4237 0.1364
H -0.0476 -4.9195 2.0686

---

[4]
Density functional theory data (ωB97M-V/def2-TZVPD) for a structure of composition C26H49FN5O3OsSi4.

Results
- total charge = +3
- lowest unoccupied orbital energy (alpha / beta) (hartree) = -0.2694 / -0.3506
- HOMO-LUMO gap (alpha / beta) (eV) = 7.775 / 5.953
- total energy (eV) = -78020.7305
- spin multiplicity = 5
- energy relative to the best compared isomer or geometry (same formula, charge and spin) (kJ/mol) = 60.97

Cartesian coordinates (Å):
Os -2.3177 0.5397 -1.7040
F 4.8393 -0.1644 -0.2006
C 3.8436 -1.0572 -0.0986
C 2.5777 -0.6431 -0.3686
C 1.5131 -1.5561 -0.3283
C 0.1789 -1.1518 -0.6960
O -0.1059 0.0380 -1.0485
C -0.8049 -2.1767 -0.6688
C -0.4990 -3.4526 -0.2950
N 0.7385 -3.8161 0.0638
C 0.9965 -5.2098 0.4058
C 1.3836 -5.5519 1.8145
C 0.0268 -5.9208 1.2984
C 1.7803 -2.8882 0.0212
C 3.0935 -3.2886 0.3077
C 4.1526 -2.3988 0.2405
N 5.4594 -2.8400 0.5012
C 6.5682 -1.9083 0.7270
C 7.7939 -2.6978 1.1983
N 7.3320 -3.9251 1.9353
C 6.6573 -4.9015 0.9903
C 5.9207 -4.0969 -0.0788
C -2.1152 -1.6612 -1.1157
O -2.4295 -1.6503 -2.3270
O -2.7658 -0.8577 -0.2983
H 2.4037 0.3849 -0.6552
H -1.2369 -4.2426 -0.2753
H 1.4419 -5.7662 -0.4093
H 1.4284 -4.7376 2.5252
H 2.1143 -6.3364 1.9519
H -0.8123 -5.3643 1.6921
H -0.1792 -6.9549 1.0656
H 3.2769 -4.3106 0.5994
H 6.2803 -1.1856 1.4882
H 6.8631 -1.3569 -0.1685
H 8.4204 -2.1131 1.8674
H 8.4094 -3.0624 0.3783
H 6.6648 -3.6472 2.6560
H 8.1139 -4.3746 2.4130
H 5.9969 -5.5092 1.6055
H 7.4395 -5.5331 0.5735
H 5.0881 -4.6838 -0.4540
H 6.5752 -3.9028 -0.9349
C -2.4474 5.8357 -0.4219
Si -2.1833 4.4483 -1.6050
C -3.4108 4.4163 -2.9990
C -0.4046 4.3281 -2.1682
Si -2.6485 2.3733 -0.3711
Si -5.0061 2.1575 0.2445
C -5.9259 1.5865 -1.2616
C -5.4841 3.8859 0.7084
C -5.0456 0.9591 1.6469
Si -1.5056 2.5978 1.7579
C -1.5845 0.8979 2.5051
C 0.2209 3.0409 1.2360
C -2.2966 3.8745 2.8273
H -2.3631 6.7684 -0.9915
H -1.6815 5.8558 0.3548
H -3.4339 5.8211 0.0400
H -2.9792 4.9191 -3.8702
H -4.3102 4.9671 -2.7185
H -3.7130 3.4123 -3.3033
H -0.2735 4.8542 -3.1185
H -0.0394 3.3059 -2.2815
H 0.2534 4.8044 -1.4402
H -6.0120 2.3851 -1.9996
H -6.9380 1.2853 -0.9747
H -5.4627 0.7182 -1.7366
H -5.5200 4.5402 -0.1642
H -4.8191 4.3139 1.4596
H -6.4916 3.8665 1.1372
H -4.4797 0.0494 1.4442
H -6.0913 0.6749 1.8028
H -4.6845 1.4118 2.5714
H -1.5709 0.0959 1.7674
H -2.4812 0.7825 3.1137
H -0.7134 0.7824 3.1576
H 0.5806 2.3890 0.4371
H 0.8786 2.9175 2.1020
H 0.2975 4.0791 0.9094
H -3.2843 3.5634 3.1722
H -2.3828 4.8560 2.3615
H -1.6651 3.9872 3.7152
N -3.2905 1.3198 -4.2988
N -2.0176 1.4015 -3.6019
H -3.4758 0.3343 -4.4629
H -3.1869 1.7693 -5.2055
H -1.7513 2.3816 -3.5495
H -1.2819 0.9186 -4.1223

---

[5]
Density functional theory data (ωB97M-V/def2-TZVPD) for a structure of composition C49H50BeN4O2S4Sb in a non-equilibrium geometry.

Results
- total charge = -1
- lowest unoccupied orbital energy (hartree) = 0.0767
- HOMO-LUMO gap (eV) = 5.068
- total energy (eV) = -111962.2022

Cartesian coordinates (Å):
Be -0.0106 1.3505 -1.0128
C 5.9426 2.2823 4.9075
C 4.7525 1.8354 4.1245
C 4.2587 2.6240 3.1067
C 3.1109 2.2919 2.3850
C 2.4216 1.1253 2.6999
C 2.9342 0.2725 3.6868
C 4.0834 0.6403 4.3902
S 0.7880 0.8300 2.0580
O 0.4392 -0.4436 2.6383
O -0.0374 1.9555 2.4159
N 0.9701 0.8421 0.4242
C 2.0530 0.1733 -0.0802
C 2.8427 -0.7775 0.5400
C 3.9325 -1.3242 -0.1587
C 4.2975 -0.9197 -1.4343
C 3.4327 -0.0458 -2.1335
C 3.5143 0.4739 -3.4319
C 2.6124 1.3200 -4.0419
C 1.4746 1.6524 -3.2949
N 1.4011 1.2561 -2.0265
C 2.3188 0.4596 -1.4330
H 6.0403 3.3587 4.9027
H 6.8875 1.8393 4.5060
H 5.8897 1.9790 5.9192
H 4.7267 3.5698 2.8359
H 2.6772 2.9824 1.6623
H 2.3283 -0.5819 3.9522
H 4.4770 -0.0815 5.1010
H 2.6207 -1.1308 1.5363
H 4.5557 -2.0421 0.3282
H 5.1341 -1.3794 -1.9620
H 4.3401 0.1299 -4.0147
H 2.6457 1.6366 -5.1026
H 0.6073 2.1544 -3.6892
S -2.1746 -0.4995 0.5689
Sb -2.0119 -2.2140 1.9385
C -2.8767 -1.7287 3.8351
C -4.0793 -2.2621 4.2513
C -4.6779 -1.7558 5.4165
C -4.0790 -0.6874 6.1050
C -2.8713 -0.1252 5.6457
C -2.2770 -0.6449 4.4932
C -0.2782 -3.3442 2.4035
C 0.7868 -3.4300 1.5176
C 1.9195 -4.1909 1.8222
C 1.9631 -4.9245 3.0229
C 0.8894 -4.8248 3.9109
C -0.2375 -4.0494 3.5899
C -3.1363 -3.7370 1.0042
C -4.0885 -3.2792 0.1103
C -4.6801 -4.1057 -0.8153
C -4.3372 -5.4712 -0.8680
C -3.3506 -5.9386 0.0225
C -2.7643 -5.0750 0.9447
H -4.5135 -3.1278 3.7343
H -5.6338 -2.1905 5.7905
H -4.5819 -0.2366 6.9387
H -2.4293 0.6988 6.1878
H -1.3717 -0.1737 4.1028
H 0.7604 -2.8536 0.6008
H 2.7221 -4.2504 1.0939
H 2.8159 -5.5419 3.2937
H 0.9104 -5.3107 4.8601
H -1.0464 -4.0060 4.3107
H -4.4114 -2.2151 0.1060
H -5.4418 -3.6935 -1.4790
H -4.8000 -6.1554 -1.5628
H -3.0143 -6.9789 0.0442
H -2.0122 -5.4790 1.6056
S 0.3013 4.9838 1.1933
C 1.3384 4.8854 -0.0527
N 1.1061 4.4130 -1.2892
C 2.0884 4.6902 -2.3071
C 3.4157 4.5666 -1.5427
S 3.0568 5.2968 0.0633
H 0.1389 4.2553 -1.5749
H 1.9710 5.7063 -2.7643
H 2.0225 4.0093 -3.1773
H 4.1919 5.1394 -2.0670
H 3.7112 3.5045 -1.4623
C -4.3230 2.7352 -2.8517
C -3.0114 3.3890 -3.2926
C -2.4053 4.1910 -2.1607
C -2.1522 2.3499 -3.9297
C -2.0566 2.4103 -5.3283
C -1.5174 1.4217 -6.0817
C -1.1837 0.2565 -5.4338
C -1.1798 0.1359 -4.0551
C -0.9866 -1.2744 -3.5138
C -2.2594 -1.6358 -2.8026
C 0.2378 -1.6108 -2.6782
C -1.5284 1.2672 -3.2243
N -1.2663 1.3016 -1.9222
H -5.0153 3.4865 -2.5271
H -4.1320 2.0229 -2.0417
H -4.7256 2.1396 -3.6976
H -3.2401 4.1504 -4.0967
H -1.8762 3.5406 -1.4614
H -3.1608 4.7267 -1.5352
H -1.7088 4.9508 -2.5628
H -2.5113 3.2610 -5.7934
H -1.4697 1.5151 -7.1720
H -0.8298 -0.5831 -6.0470
H -0.9472 -1.9236 -4.3907
H -2.4096 -0.9032 -2.0428
H -2.2487 -2.6287 -2.3444
H -3.1147 -1.5761 -3.4815
H 0.1615 -1.1560 -1.6990
H 1.1436 -1.2259 -3.1549
H 0.3204 -2.6913 -2.5476

---

[6]
Density functional theory data (ωB97M-V/def2-TZVPD) for a cluster of 2 separate species, C3H9NS in total.

Results
- total charge = 0
- lowest unoccupied orbital energy (hartree) = 0.0343
- HOMO-LUMO gap (eV) = 10.225
- total energy (eV) = -15581.1344
- energy relative to the best compared isomer or geometry (same formula, charge and spin) (kJ/mol) = 115.41

Cartesian coordinates (Å):
S 0.3427 -0.4684 -3.6418
H 1.3087 0.2176 -3.0070
H 0.5192 -1.5130 -2.8147
N -0.0401 0.7976 2.3937
C 0.0429 0.8792 0.9318
C -1.0055 -1.0052 -0.3161
C 0.0404 -0.4740 0.3080
H -0.2323 1.7062 2.7957
H 0.8170 0.4753 2.8347
H 0.9549 1.4233 0.6395
H -0.8210 1.4538 0.5977
H -1.0218 -2.0525 -0.5822
H -1.8579 -0.3858 -0.5634
H 0.9529 -1.0541 0.4241